No. 1
ORCA calculation (the ωB97M-V functional and the def2-TZVPD basis) on 9 unconnected molecules or ions with the total composition C20H42Cl16FN4 in a non-equilibrium geometry.

Values from the calculation:
- Multiplicity: 1
- Largest force on an atom: 1.63 eV/A
- HOMO: -12.42 eV
- Total charge: +1

Atoms and positions in Å:
C: 3.38213 0.54448 3.45792
C: 4.48555 1.12111 2.53208
C: 5.21375 0.04918 1.70353
C: 4.95844 0.03757 0.18707
C: 4.45983 -1.31818 -0.34904
C: 3.65305 -1.22124 -1.64269
N: 2.23099 -1.58452 -1.56069
C: 1.34437 -0.79442 -1.03604
N: 1.63719 0.49238 -0.55561
C: 0.45944 1.21507 -1.12179
C: -0.69009 0.27901 -0.73190
N: -0.88366 0.35453 0.72939
C: -2.00422 0.39317 -1.50958
C: -2.95440 1.49859 -1.05749
C: -2.77206 2.81475 -1.79381
F: -1.41726 3.12235 -1.97121
N: 0.01118 -1.03476 -0.92828
H: 3.14946 -0.48560 3.20243
H: 2.47846 1.15183 3.40265
H: 3.74633 0.60446 4.48151
H: 5.21755 1.61490 3.16815
H: 4.07642 1.90211 1.89033
H: 5.00292 -0.92588 2.14628
H: 6.28558 0.19866 1.82984
H: 5.91111 0.25553 -0.29448
H: 4.28132 0.83709 -0.12327
H: 5.35798 -1.89520 -0.55934
H: 3.94114 -1.85858 0.44322
H: 3.68055 -0.19696 -2.01041
H: 4.14062 -1.82896 -2.39487
H: 1.89601 -2.46712 -1.91979
H: 1.69944 0.51899 0.45385
H: 0.62362 1.15659 -2.19704
H: 0.40998 2.23885 -0.77848
H: -1.76383 -0.09028 0.96959
H: -0.99616 1.32532 1.00201
H: -2.52630 -0.56058 -1.38368
H: -1.82373 0.48240 -2.57794
H: -2.92998 1.69588 0.00959
H: -3.97268 1.17424 -1.27248
H: -3.20630 3.61696 -1.19770
H: -3.25178 2.80204 -2.77044
H: -0.41765 -1.72952 -1.52944
C: 2.81981 -2.12644 6.58380
Cl: 3.79531 -1.34005 7.83162
Cl: 3.84729 -2.76183 5.29013
H: 2.27603 -2.94713 7.03530
H: 2.13887 -1.40268 6.15931
C: -6.23580 4.41971 -0.84978
Cl: -5.76325 3.12341 0.25750
Cl: -6.17860 3.87314 -2.53187
H: -7.24791 4.72859 -0.62028
H: -5.54913 5.24805 -0.72477
C: -2.77540 0.78536 -5.73727
Cl: -1.20522 0.06326 -6.08921
Cl: -3.58458 -0.08347 -4.42408
H: -2.63424 1.81878 -5.44360
H: -3.39296 0.72377 -6.62457
C: 2.11694 -1.28520 -5.74711
Cl: 3.65140 -1.89039 -5.11379
Cl: 1.44498 -2.37605 -6.95713
H: 1.41518 -1.20137 -4.92480
H: 2.27998 -0.31645 -6.20411
C: 0.01492 1.47446 6.12742
Cl: 0.65776 3.11382 6.26417
Cl: 0.53557 0.42858 7.44924
H: -1.06636 1.52480 6.14043
H: 0.36913 1.04526 5.19747
C: 7.50803 -4.69330 -0.08145
Cl: 8.13163 -3.07709 -0.43502
Cl: 5.74353 -4.69680 0.05424
H: 7.79309 -5.35901 -0.88615
H: 7.92539 -5.02829 0.85963
C: -6.36728 -0.90104 0.80012
Cl: -5.85350 -2.25892 -0.20704
Cl: -4.98283 -0.05538 1.51464
H: -6.91277 -0.19654 0.18368
H: -6.99600 -1.27205 1.59829
C: -10.03934 -0.60039 -0.52300
Cl: -9.24193 0.95450 -0.80898
Cl: -9.90967 -1.10929 1.16572
H: -11.08784 -0.50402 -0.77469
H: -9.56455 -1.34855 -1.14592

---

No. 2
ORCA calculation (the ωB97M-V functional and the def2-TZVPD basis) on 2 unconnected molecules or ions with the total composition C4H11N2 in a non-equilibrium geometry.

Values from the calculation:
- Multiplicity: 1
- Largest force on an atom: 1.08 eV/A
- HOMO: -13.66 eV
- Total charge: +1
- Relative energy (zero: lowest compared OMol25 entry of this formula, charge and spin): 189.7 kJ/mol

Atoms and positions in Å:
C: 0.47547 0.00907 1.99345
C: 1.46298 -0.82801 1.73700
C: -1.02656 1.62014 1.31934
N: -0.47276 0.51311 1.04477
H: 0.23801 0.38431 2.98572
H: 1.68819 -1.13991 0.72351
H: 2.10226 -1.19064 2.52625
H: -1.78212 1.97391 0.62582
H: -0.85630 2.19000 2.23025
C: 0.07840 -0.01239 -2.44633
N: -0.49297 -0.86093 -1.35892
H: 1.11448 0.21044 -2.22923
H: -0.03473 -0.50689 -3.40909
H: -0.57282 0.85631 -2.52359
H: -0.49231 -0.33751 -0.38992
H: 0.02538 -1.74095 -1.28065
H: -1.45459 -1.14005 -1.54838

---

No. 3
ORCA calculation (the ωB97M-V functional and the def2-TZVPD basis) on 2 unconnected molecules or ions with the total composition C18H21F3N3 in a non-equilibrium geometry.

Values from the calculation:
- Multiplicity: 1
- Largest force on an atom: 1.97 eV/A
- HOMO: -9.96 eV
- Total charge: +1
- Relative energy (zero: lowest compared OMol25 entry of this formula, charge and spin): 258.5 kJ/mol

Atoms and positions in Å:
F: 3.46656 -0.55691 -5.33300
C: 2.64829 -0.47452 -4.22581
C: 1.85453 -1.57609 -3.91178
C: 1.04103 -1.44045 -2.78285
F: 0.26508 -2.52226 -2.41883
C: 0.98952 -0.29181 -2.01923
C: 1.81433 0.83647 -2.34883
C: 1.71253 1.97426 -1.51272
C: 2.39626 3.21966 -1.55373
C: 2.12975 4.15208 -0.50277
C: 2.75341 5.38689 -0.44385
C: 3.68284 5.77438 -1.42605
C: 3.93908 4.87420 -2.45209
F: 4.84906 5.22967 -3.42375
C: 3.32822 3.63241 -2.55736
C: 2.66447 0.69913 -3.48908
H: 1.87600 -2.48102 -4.50942
H: 0.32893 -0.22133 -1.15494
H: 0.99673 1.86866 -0.69223
H: 1.41225 3.85566 0.26538
H: 2.52707 6.07462 0.36971
H: 4.18680 6.73810 -1.39917
H: 3.56136 3.00054 -3.39928
H: 3.32720 1.50003 -3.78597
C: -1.56753 -4.05740 3.07495
N: -1.70544 -2.91523 2.20619
C: -0.63496 -2.86026 1.23797
C: -2.61483 -1.88429 2.12054
N: -2.33179 -1.01300 1.18337
N: -3.73014 -1.76847 2.92961
C: -4.16307 -2.60246 4.03434
C: -4.67734 -0.67707 2.76736
H: -2.35086 -4.13910 3.81884
H: -1.56507 -4.96845 2.45620
H: -0.59418 -3.99438 3.58711
H: -0.81512 -1.97725 0.61901
H: 0.33133 -2.77343 1.74823
H: -0.63517 -3.76497 0.61956
H: -3.00021 -0.24972 1.11494
H: -3.50914 -3.44188 4.22984
H: -4.22488 -1.97800 4.93991
H: -5.17450 -2.97782 3.81152
H: -4.40028 -0.03991 1.93514
H: -5.67704 -1.08883 2.58601
H: -4.71107 -0.08045 3.68702